C6H11O2P | wB97M-V/def2-TZVPD

Summary:
LUMO energy (alpha / beta)   0.17 / 0.06 eV
2S+1   1
HOMO (alpha / beta)   -7.5 / -7.7 eV
Total charge   0
Orbital gap (alpha / beta)   7.7 / 7.8 eV
Maximum force   4.583 eV/Å

Each line ends with the Löwdin charge.
Element x y z (Å)
1 C 1.25 -1.09 0.09  -0.14
2 C 1.99 0.32 0.34  -0.19
3 C -1.39 0.47 -1.03  -0.37
4 C -0.16 -1.31 0.46  0.00
5 C -1.39 -0.82 -0.31  -0.45
6 C 0.36 2.04 0.56  -0.39
7 O 1.18 1.32 -0.15  -0.18
8 O -2.47 -1.00 0.68  -0.12
9 P -1.38 1.87 0.18  0.92
10 H 1.38 -1.06 -1.00  0.11
11 H 2.02 -1.84 0.55  0.14
12 H 2.12 0.46 1.38  0.10
13 H 2.92 0.40 -0.08  0.10
14 H -0.55 0.37 -1.63  0.07
15 H -2.32 0.35 -1.57  0.09
16 H -0.42 -1.88 1.26  0.07
17 H -1.67 -1.73 -0.93  0.16
18 H 0.58 2.41 1.64  0.10
19 H -2.96 -0.19 0.95  0.06
20 H -1.66 2.67 -0.93  -0.07

C34H36GeN8O5V | wB97M-V/def2-TZVPD

Summary:
LUMO energy (alpha / beta)   -3.25 / -3.30 eV
2S+1   3
HOMO (alpha / beta)   -10.0 / -9.7 eV
Total charge   +1
Orbital gap (alpha / beta)   6.8 / 6.4 eV
Maximum force   1.752 eV/Å

Each line ends with the Löwdin charge.
Element x y z (Å)
1 V 0.06 0.60 0.53  0.76
2 O 3.25 1.06 -2.14  0.18
3 C 2.14 0.81 -1.47  -0.43
4 O 1.94 1.13 -0.30  -0.03
5 C 1.04 0.10 -2.22  -0.18
6 C 1.02 -0.30 -3.54  0.05
7 C -0.17 -0.83 -4.02  0.00
8 C -1.29 -0.90 -3.20  0.05
9 C -1.17 -0.52 -1.87  -0.14
10 N -0.01 -0.07 -1.42  0.04
11 C -2.28 -0.38 -0.82  -0.56
12 O -3.45 -0.47 -1.14  0.08
13 O -1.81 -0.09 0.35  -0.15
14 H 3.90 1.46 -1.54  0.16
15 H 1.89 -0.19 -4.17  0.14
16 H -0.24 -1.17 -5.05  0.12
17 H -2.25 -1.26 -3.56  0.14
18 C -0.04 5.23 1.73  -0.02
19 N -0.52 4.30 2.74  -0.13
20 C -1.15 4.85 3.93  -0.03
21 C -0.27 2.98 2.60  -0.39
22 N 0.39 2.44 1.63  0.08
23 N -0.74 2.18 3.63  0.17
24 C -0.76 0.80 3.63  -0.44
25 N -1.18 0.27 4.80  0.18
26 N -0.40 0.12 2.61  0.06
27 H -0.59 6.16 1.82  0.10
28 H -0.23 4.84 0.73  0.08
29 H 1.03 5.45 1.85  0.11
30 H -2.13 4.40 4.10  0.10
31 H -1.31 5.91 3.78  0.09
32 H -0.53 4.74 4.82  0.10
33 H 0.69 3.15 0.97  0.05
34 H -1.07 2.64 4.46  0.12
35 H -1.49 0.84 5.57  0.11
36 H -1.29 -0.73 4.88  0.12
37 H -0.53 -0.88 2.78  0.05
38 N -5.08 2.26 -0.95  0.20
39 C -4.51 3.34 -1.52  -0.51
40 O -5.11 4.35 -1.83  0.08
41 C -3.02 3.26 -1.77  -0.10
42 C -2.49 3.79 -2.93  0.03
43 C -1.12 3.74 -3.12  -0.02
44 C -0.34 3.17 -2.13  -0.12
45 N -0.83 2.67 -0.99  0.05
46 C -2.16 2.72 -0.83  -0.08
47 H -6.07 2.28 -0.81  0.12
48 H -4.59 1.37 -0.87  0.08
49 H -3.15 4.24 -3.66  0.13
50 H -0.66 4.14 -4.01  0.11
51 H 0.74 3.12 -2.25  0.11
52 H -2.54 2.32 0.10  0.12
53 C 2.85 -0.95 2.34  -0.24
54 Ge 1.48 -1.48 1.03  0.93
55 C 0.56 -3.00 1.88  -0.33
56 C 1.30 -4.04 2.44  -0.10
57 C 0.69 -5.13 3.04  -0.08
58 C -0.70 -5.20 3.10  -0.09
59 C -1.46 -4.18 2.54  -0.08
60 C -0.83 -3.10 1.94  -0.15
61 C 2.48 -2.16 -0.51  -0.25
62 C 3.80 -1.81 -0.64  -0.12
63 C 4.57 -2.15 -1.79  -0.07
64 C 4.00 -2.84 -2.81  -0.03
65 C 2.63 -3.23 -2.73  -0.17
66 C 2.03 -3.94 -3.80  -0.03
67 C 0.72 -4.32 -3.73  -0.08
68 C -0.05 -4.00 -2.59  -0.07
69 C 0.52 -3.31 -1.55  -0.04
70 C 1.88 -2.90 -1.59  -0.18
71 H 3.65 -1.68 2.43  0.02
72 H 2.37 -0.86 3.31  0.01
73 H 3.28 0.02 2.09  0.01
74 H 2.39 -4.01 2.41  0.10
75 H 1.28 -5.93 3.46  0.10
76 H -1.18 -6.05 3.56  0.10
77 H -2.54 -4.23 2.57  0.10
78 H -1.45 -2.33 1.49  0.08
79 H 4.28 -1.25 0.15  0.09
80 H 5.61 -1.86 -1.84  0.11
81 H 4.57 -3.10 -3.69  0.11
82 H 2.62 -4.19 -4.67  0.11
83 H 0.27 -4.87 -4.55  0.11
84 H -1.08 -4.31 -2.53  0.11
85 H -0.08 -3.09 -0.67  0.09

C3H4BrCl | wB97M-V/def2-TZVPD

Summary:
LUMO energy   0.76 eV
2S+1   1
HOMO   -9.5 eV
Total charge   0
SMILES string   C=C(Br)CCl
Orbital gap   10.2 eV
Maximum force   3.121 eV/Å

Each line ends with the Löwdin charge.
Element x y z (Å)
1 C 0.80 0.93 0.60  -0.06
2 C 0.52 -0.22 -0.03  -0.89
3 Br 1.75 -1.29 -0.95  0.74
4 C -0.91 -0.60 -0.30  -0.71
5 Cl -1.66 0.77 -1.02  0.61
6 H 1.78 1.16 0.84  0.03
7 H 0.02 1.55 1.05  0.07
8 H -0.94 -1.51 -1.01  0.07
9 H -1.35 -0.80 0.82  0.14

C13H24N6 | wB97M-V/def2-TZVPD

Summary:
LUMO energy   0.72 eV
2S+1   1
HOMO   -7.8 eV
Total charge   0
Orbital gap   8.6 eV
Maximum force   5.000 eV/Å

Each line ends with the Löwdin charge.
Element x y z (Å)
1 N -1.62 -1.99 -1.72  0.16
2 N 0.21 -2.82 -0.29  0.18
3 C -0.77 -2.91 -1.24  -0.46
4 C -1.33 -0.77 -1.31  -0.29
5 C 0.45 -1.58 -0.05  -0.40
6 C -0.28 -0.51 -0.47  0.02
7 N -1.30 -4.07 -1.45  0.13
8 N -2.25 0.28 -1.57  -0.02
9 N 1.27 -1.39 1.00  0.06
10 N -3.67 2.92 -3.00  -0.10
11 C -2.97 4.23 -2.89  -0.16
12 C 3.98 -1.14 2.12  -0.07
13 C 2.19 -1.28 4.03  -0.02
14 C 3.32 0.86 3.23  -0.09
15 C -3.03 0.27 -2.75  -0.13
16 C -1.77 1.60 -1.91  -0.16
17 C 1.68 -0.18 1.73  -0.15
18 C -2.68 1.73 -3.10  -0.23
19 C 2.79 -0.42 2.78  -0.58
20 H -0.02 0.45 -0.07  0.10
21 H -2.17 -4.02 -1.97  0.11
22 H -1.22 -4.65 -0.62  0.12
23 H 1.64 -2.21 1.35  0.08
24 H -4.27 2.74 -2.12  0.13
25 H -2.37 4.31 -1.95  0.07
26 H -2.50 4.51 -3.83  0.07
27 H -3.68 5.09 -2.63  0.09
28 H 4.86 -1.35 2.73  0.09
29 H 3.62 -2.15 1.73  0.08
30 H 4.21 -0.66 1.11  0.11
31 H 1.93 -2.32 3.82  0.07
32 H 2.91 -1.51 4.87  0.09
33 H 1.37 -0.75 4.43  0.05
34 H 4.00 1.37 2.56  0.10
35 H 3.75 0.66 4.11  0.04
36 H 2.53 1.56 3.52  0.10
37 H -2.78 -0.50 -3.39  0.09
38 H -4.08 0.10 -2.64  0.11
39 H -1.82 2.27 -1.06  0.12
40 H -0.84 1.74 -2.26  0.09
41 H 0.81 0.22 2.30  0.13
42 H 2.05 0.52 0.95  0.14
43 H -2.17 1.74 -4.07  0.14

C18H21BrFN3O4S | wB97M-V/def2-TZVPD

Summary:
LUMO energy   0.36 eV
2S+1   1
HOMO   -8.5 eV
Total charge   0
SMILES string   Cc1c(C(=O)N2CCOCC2)c(S(=O)(=O)Nc2ccc(Br)cc2F)c(C)n1C
Orbital gap   8.8 eV
Maximum force   1.429 eV/Å

Each line ends with the Löwdin charge.
Element x y z (Å)
1 C -2.61 2.40 -0.14  -0.01
2 C -2.37 0.94 -0.29  -0.22
3 C -1.41 0.14 0.30  -0.08
4 C -0.38 0.55 1.28  -0.41
5 O -0.31 0.02 2.38  0.06
6 N 0.42 1.58 0.93  -0.04
7 C 0.61 2.10 -0.41  -0.12
8 C 2.09 1.96 -0.81  -0.17
9 O 2.93 2.59 0.12  -0.12
10 C 2.78 2.03 1.41  -0.17
11 C 1.34 2.15 1.90  -0.09
12 C -1.71 -1.19 -0.10  -0.16
13 S -1.01 -2.74 0.40  0.68
14 O -1.89 -3.36 1.34  -0.26
15 O -0.65 -3.48 -0.78  -0.28
16 N 0.39 -2.40 1.25  -0.03
17 C 1.60 -2.02 0.72  -0.22
18 C 1.83 -1.92 -0.65  -0.01
19 C 3.08 -1.58 -1.14  -0.14
20 C 4.12 -1.34 -0.27  -0.70
21 Br 5.83 -0.87 -0.95  0.74
22 C 3.94 -1.43 1.10  -0.07
23 C 2.69 -1.77 1.57  -0.22
24 F 2.51 -1.86 2.91  0.08
25 C -2.81 -1.15 -0.92  -0.25
26 C -3.51 -2.28 -1.58  -0.01
27 N -3.20 0.15 -1.03  -0.05
28 C -4.34 0.63 -1.76  0.00
29 H -2.40 2.94 -1.07  0.09
30 H -1.98 2.80 0.65  0.08
31 H -3.65 2.58 0.13  0.09
32 H 0.34 3.17 -0.42  0.13
33 H -0.02 1.56 -1.11  0.13
34 H 2.34 0.89 -0.89  0.11
35 H 2.27 2.45 -1.77  0.13
36 H 3.07 0.96 1.38  0.11
37 H 3.46 2.57 2.06  0.13
38 H 1.09 3.21 2.03  0.13
39 H 1.20 1.62 2.84  0.13
40 H 0.24 -2.21 2.23  0.12
41 H 1.02 -2.13 -1.32  0.10
42 H 3.24 -1.51 -2.21  0.11
43 H 4.74 -1.25 1.79  0.12
44 H -2.97 -3.20 -1.35  0.07
45 H -4.53 -2.38 -1.22  0.10
46 H -3.53 -2.15 -2.66  0.09
47 H -4.08 1.53 -2.32  0.10
48 H -5.16 0.86 -1.08  0.10
49 H -4.67 -0.14 -2.46  0.09

C37H45F7O24S | wB97M-V/def2-TZVPD

Summary:
LUMO energy   -1.18 eV
2S+1   1
HOMO   -8.4 eV
Total charge   0
SMILES string   CCCCOC1=C(C(F)(F)C(F)(F)C(F)(F)F)C(=O)C(CCCS)=CC1=O.O=C1OCCO1.O=C1OCCO1.O=C1OCCO1.O=C1OCCO1.O=C1OCCO1.O=C1OCCO1.O=C1OCCO1
Orbital gap   7.2 eV
Maximum force   1.381 eV/Å

Each line ends with the Löwdin charge.
Element x y z (Å)
1 C -1.68 -0.93 -7.72  -0.10
2 C -2.40 -2.00 -6.87  -0.22
3 C -1.57 -2.53 -5.68  -0.18
4 C -2.37 -2.72 -4.42  -0.15
5 O -2.85 -1.51 -3.79  -0.01
6 C -1.95 -0.80 -3.09  -0.13
7 C -1.68 -1.02 -1.79  0.05
8 C -2.36 -2.05 -0.93  -0.37
9 F -3.01 -3.02 -1.61  0.14
10 F -1.48 -2.69 -0.11  0.13
11 C -3.44 -1.37 -0.03  -0.35
12 F -4.20 -0.59 -0.83  0.17
13 F -2.84 -0.58 0.88  0.17
14 C -4.36 -2.34 0.74  -0.50
15 F -3.66 -3.25 1.45  0.17
16 F -5.08 -1.61 1.62  0.16
17 F -5.24 -2.96 -0.07  0.17
18 C -0.66 -0.16 -1.12  -0.25
19 O -0.12 -0.49 -0.08  0.13
20 C -0.25 1.13 -1.77  -0.11
21 C 0.47 2.13 -0.92  -0.16
22 C 1.58 2.91 -1.63  -0.22
23 C 1.17 4.15 -2.44  -0.54
24 S -0.18 5.16 -1.79  0.73
25 C -0.55 1.32 -3.06  0.08
26 C -1.29 0.33 -3.85  -0.26
27 O -1.41 0.43 -5.05  0.15
28 H -2.26 -0.01 -7.67  0.06
29 H -1.62 -1.20 -8.76  0.06
30 H -0.72 -0.70 -7.28  0.05
31 H -3.37 -1.68 -6.52  0.11
32 H -2.59 -2.85 -7.52  0.09
33 H -1.22 -3.52 -5.95  0.10
34 H -0.66 -1.94 -5.53  0.10
35 H -1.78 -3.28 -3.69  0.12
36 H -3.26 -3.30 -4.64  0.13
37 H -0.25 2.77 -0.41  0.10
38 H 0.94 1.54 -0.14  0.11
39 H 2.34 3.15 -0.91  0.08
40 H 2.06 2.22 -2.34  0.12
41 H 0.98 3.94 -3.48  0.04
42 H 2.02 4.83 -2.45  0.06
43 H -1.19 4.29 -1.66  -0.16
44 H -0.30 2.24 -3.57  0.12
45 O 1.79 5.43 -5.37  0.16
46 C 1.72 6.61 -5.26  -0.56
47 O 1.71 7.48 -6.29  0.06
48 C 1.39 8.78 -5.79  -0.12
49 C 1.81 8.67 -4.34  -0.11
50 O 1.65 7.27 -4.07  0.04
51 H 1.93 9.55 -6.33  0.13
52 H 0.32 8.95 -5.90  0.13
53 H 2.86 8.93 -4.18  0.13
54 H 1.19 9.26 -3.67  0.13
55 O -3.22 -5.48 -6.47  0.17
56 C -2.70 -6.29 -5.77  -0.57
57 O -2.96 -7.61 -5.80  0.07
58 C -1.98 -8.28 -4.99  -0.11
59 C -1.54 -7.18 -4.05  -0.11
60 O -1.76 -6.00 -4.84  0.05
61 H -2.42 -9.12 -4.47  0.13
62 H -1.18 -8.63 -5.63  0.13
63 H -2.15 -7.12 -3.16  0.10
64 H -0.49 -7.25 -3.77  0.14
65 O 2.67 6.60 0.47  0.16
66 C 3.14 5.72 1.11  -0.57
67 O 2.79 4.41 0.98  0.03
68 C 3.73 3.63 1.74  -0.11
69 C 4.22 4.62 2.76  -0.11
70 O 4.08 5.87 2.06  0.06
71 H 3.23 2.77 2.19  0.14
72 H 4.52 3.28 1.07  0.13
73 H 3.60 4.64 3.67  0.10
74 H 5.26 4.46 3.05  0.14
75 O -3.57 -8.75 -1.74  0.15
76 C -3.41 -7.95 -0.88  -0.59
77 O -2.98 -6.68 -1.09  0.05
78 C -3.12 -5.95 0.14  -0.10
79 C -3.10 -7.06 1.17  -0.10
80 O -3.63 -8.18 0.43  0.07
81 H -2.31 -5.24 0.26  0.13
82 H -4.07 -5.41 0.13  0.12
83 H -2.09 -7.31 1.49  0.11
84 H -3.71 -6.84 2.04  0.14
85 O 3.41 4.15 5.56  0.14
86 C 3.77 4.87 6.43  -0.56
87 O 4.94 4.75 7.08  0.07
88 C 5.14 5.93 7.88  -0.10
89 C 3.72 6.42 8.06  -0.11
90 O 3.07 5.93 6.88  0.07
91 H 5.63 5.69 8.81  0.13
92 H 5.76 6.63 7.32  0.13
93 H 3.24 5.99 8.93  0.12
94 H 3.65 7.51 8.11  0.13
95 O 3.87 5.12 11.51  0.16
96 C 2.88 5.62 11.93  -0.58
97 O 1.63 5.33 11.49  0.06
98 C 0.69 5.94 12.38  -0.11
99 C 1.50 7.06 12.99  -0.11
100 O 2.84 6.54 12.92  0.06
101 H -0.18 6.29 11.84  0.13
102 H 0.38 5.20 13.12  0.13
103 H 1.45 7.98 12.41  0.13
104 H 1.23 7.28 14.02  0.13
105 O 1.29 -7.46 1.77  0.18
106 C 0.83 -8.42 1.25  -0.57
107 O 1.37 -9.66 1.30  0.07
108 C 0.42 -10.59 0.76  -0.11
109 C -0.43 -9.70 -0.13  -0.11
110 O -0.31 -8.42 0.52  0.03
111 H 0.92 -11.38 0.21  0.13
112 H -0.15 -11.02 1.58  0.14
113 H -0.02 -9.61 -1.14  0.14
114 H -1.47 -10.01 -0.19  0.13

C36H29N10O3SSn | wB97M-V/def2-TZVPD

Summary:
LUMO energy   -3.09 eV
2S+1   1
HOMO   -10.9 eV
Total charge   +1
Orbital gap   7.8 eV
Maximum force   0.421 eV/Å

Each line ends with the Löwdin charge.
Element x y z (Å)
1 Sn -1.11 -1.70 -2.81  1.31
2 C -4.39 -1.14 2.05  -0.05
3 N -4.05 -1.25 0.63  -0.11
4 C -3.03 -1.90 0.09  -0.15
5 N -2.99 -1.65 -1.21  -0.08
6 C -4.05 -0.80 -1.40  -0.21
7 N -4.72 -0.54 -0.31  0.15
8 C -4.09 0.22 2.62  -0.19
9 C -5.01 0.83 3.46  -0.02
10 C -4.72 2.05 4.06  -0.05
11 C -3.52 2.69 3.79  -0.01
12 C -2.61 2.11 2.90  -0.13
13 C -2.89 0.87 2.34  0.04
14 C -1.40 2.85 2.54  -0.30
15 N -0.50 3.37 3.30  0.13
16 N 0.39 4.04 2.46  0.13
17 C -0.05 3.88 1.26  -0.31
18 O -1.18 3.13 1.22  0.15
19 C 0.50 4.41 0.00  -0.13
20 C 0.11 5.66 -0.47  0.00
21 C 0.61 6.13 -1.67  -0.05
22 C 1.47 5.34 -2.43  -0.02
23 C 1.86 4.09 -1.96  -0.20
24 C 2.70 3.16 -2.81  -0.06
25 N 1.88 2.03 -3.25  -0.11
26 C 1.66 0.86 -2.65  -0.13
27 N 0.68 0.22 -3.27  -0.05
28 C 0.34 1.08 -4.28  -0.23
29 N 1.04 2.18 -4.30  0.13
30 C 1.39 3.64 -0.74  0.03
31 H -3.82 -1.91 2.56  0.14
32 H -5.45 -1.36 2.16  0.13
33 H -2.34 -2.52 0.64  0.12
34 H -4.32 -0.39 -2.36  0.11
35 H -5.96 0.35 3.65  0.12
36 H -5.43 2.51 4.73  0.11
37 H -3.28 3.64 4.24  0.12
38 H -2.15 0.41 1.68  0.12
39 H -0.57 6.26 0.11  0.13
40 H 0.32 7.10 -2.03  0.11
41 H 1.84 5.69 -3.38  0.12
42 H 3.55 2.76 -2.26  0.14
43 H 3.05 3.66 -3.71  0.13
44 H 2.21 0.50 -1.79  0.13
45 H -0.44 0.87 -5.00  0.10
46 H 1.72 2.68 -0.35  0.11
47 C 4.39 1.67 4.24  -0.04
48 C 3.67 0.86 3.19  -0.26
49 C 4.18 -0.36 2.75  -0.03
50 C 3.54 -1.10 1.76  0.00
51 C 2.38 -0.60 1.19  -0.32
52 C 1.85 0.61 1.61  -0.04
53 C 2.49 1.32 2.62  -0.02
54 S 0.16 -1.42 0.13  0.80
55 O -0.24 -2.12 1.34  -0.41
56 O 1.81 -1.35 0.15  -0.28
57 N 0.04 -2.42 -1.16  -0.38
58 C 0.49 -3.76 -1.16  -0.26
59 C 1.22 -4.38 -0.17  0.00
60 C 1.66 -5.71 -0.32  -0.04
61 C 1.36 -6.45 -1.43  -0.02
62 C 0.57 -5.86 -2.44  -0.14
63 C 0.18 -6.54 -3.62  0.03
64 C -0.60 -5.92 -4.55  -0.03
65 C -1.00 -4.60 -4.32  -0.12
66 N -0.65 -3.94 -3.24  -0.07
67 C 0.14 -4.53 -2.30  -0.17
68 H 4.99 1.04 4.88  0.08
69 H 3.68 2.22 4.86  0.08
70 H 5.05 2.40 3.77  0.09
71 H 5.09 -0.75 3.19  0.12
72 H 3.93 -2.05 1.43  0.12
73 H 0.92 0.97 1.18  0.09
74 H 2.06 2.25 2.97  0.10
75 H 1.47 -3.84 0.73  0.10
76 H 2.25 -6.15 0.47  0.12
77 H 1.72 -7.46 -1.54  0.12
78 H 0.51 -7.57 -3.77  0.13
79 H -0.91 -6.43 -5.46  0.12
80 H -1.63 -4.08 -5.04  0.11

C4H8N2O2 | wB97M-V/def2-TZVPD

Summary:
LUMO energy   0.92 eV
2S+1   1
HOMO   -8.8 eV
Total charge   0
SMILES string   C1=N\NCCOCO/1
Orbital gap   9.7 eV
Maximum force   4.403 eV/Å

Each line ends with the Löwdin charge.
Element x y z (Å)
1 C 1.95 -0.60 -0.30  -0.25
2 N 1.92 0.70 -0.08  0.06
3 N 0.62 1.08 0.51  -0.11
4 C -0.49 1.15 -0.40  -0.22
5 C -1.62 0.18 -0.20  -0.17
6 O -1.19 -1.20 -0.20  -0.10
7 C -0.05 -1.49 0.55  -0.21
8 O 1.01 -1.49 -0.41  0.02
9 H 2.89 -0.92 -0.62  0.10
10 H 0.82 2.07 0.83  0.13
11 H -1.06 2.07 -0.23  0.12
12 H -0.18 1.14 -1.40  0.11
13 H -2.33 0.27 -0.98  0.11
14 H -2.17 0.42 0.76  0.14
15 H -0.27 -2.54 0.79  0.14
16 H 0.15 -0.83 1.39  0.14